ORCA calculation (ωB97M-V/def2-TZVPD) on a cluster of 2 separate species, C5H2F2N4O2 in total at a distorted geometry.

```
15
Properties=species:S:1:pos:R:3:forces:R:3
F 0.828321 2.194447 -1.802489 0.507 -0.547 0.469
F 0.672664 0.017800 -1.657851 0.598 0.548 0.370
O -3.426756 1.352356 0.995188 -0.137 -0.291 -0.219
O 3.015681 0.622382 1.848223 -0.292 -0.951 -0.070
N -2.670644 2.286829 1.666249 -0.714 0.884 1.160
N -1.489245 2.260445 1.253711 0.207 0.108 0.008
N 3.100678 1.968442 1.597980 0.586 1.033 0.604
N 2.412808 2.264037 0.612436 -0.299 0.370 -0.599
C 2.215928 0.097509 0.932599 -0.462 1.133 -1.135
C -2.608712 0.751290 0.130252 1.074 0.354 0.061
C -1.381705 1.327176 0.298557 1.062 -1.035 -1.666
C 0.953989 1.147474 -1.018459 -3.000 0.029 -0.141
C 1.811055 1.140995 0.102779 0.995 -1.330 1.126
H -2.989323 -0.031620 -0.492151 -0.133 -0.058 -0.081
H 2.007577 -0.950324 0.939383 0.007 -0.248 0.114
```
Forces are in eV/Å.

Results
Frontier orbital gap (spin up / spin down)   7.08 / 8.99 eV
Spin multiplicity   1
E_tot   -20699.557 eV
ΔE to the lowest compared entry with this formula, charge and spin   5.7 kcal per mole
E_LUMO (spin up / spin down)   -1.657 / -1.125 eV



ORCA calculation (ωB97M-V/def2-TZVPD) on the ion C6H8BrIN with charge +1 at a distorted geometry.

```
17
Properties=species:S:1:pos:R:3:forces:R:3
I 0.233618 0.916669 -2.933924 1.408 1.009 1.196
Br 3.135146 2.419502 -1.378078 -0.994 -0.614 0.035
N 0.443056 -2.485974 0.742916 -0.468 -4.185 -0.837
C 1.332028 1.823951 -1.157098 -0.777 -0.174 -0.432
C -1.032148 -0.674903 -0.048476 -0.398 -1.039 1.013
C 0.643473 1.956817 -0.007093 1.038 -0.970 -0.826
C 0.026738 -1.107763 0.639654 -0.118 1.905 0.104
C -1.558549 0.702208 -0.012058 -1.938 -3.778 -1.133
C -0.803473 1.747495 0.008246 -0.856 3.497 1.745
H 0.710121 -3.019483 -0.138619 -0.502 1.409 0.417
H 0.598878 -0.414072 1.254689 0.191 -0.429 -0.310
H -1.765781 -1.401680 -0.393637 0.403 -0.165 -0.612
H -2.689472 0.638135 -0.202460 1.774 0.969 0.796
H -1.428959 2.642187 0.255030 0.901 -0.145 -0.733
H 1.175242 2.137402 0.945022 -0.327 0.522 -0.684
H -0.286043 -3.163150 1.125255 0.565 1.283 -0.232
H 1.266125 -2.717340 1.300631 0.100 0.907 0.493
```
Forces are in eV/Å.

Results
Frontier orbital gap   8.27 eV
Spin multiplicity   1
E_tot   -85974.871 eV
SMILES   [NH3+]/C=C/C=C\C=C(\Br)I
ΔE to the lowest compared entry with this formula, charge and spin   54.5 kcal per mole
Total charge   +1
E_LUMO   -3.906 eV



ORCA calculation (ωB97M-V/def2-TZVPD) on a structure of composition C18H28IO9S.

```
57
Properties=species:S:1:pos:R:3:forces:R:3
I 1.072496 -0.893042 -3.682961 0.110 -0.172 0.008
S -0.138000 -0.253030 -0.759440 0.211 -0.135 0.028
O -10.666209 0.154063 1.295842 -0.048 -0.017 0.018
O 9.001981 1.331931 2.469976 -0.039 0.018 0.036
O 11.072350 1.716567 2.942369 0.019 0.035 0.015
O 6.208008 0.756513 -0.202934 -0.161 0.049 -0.292
O -8.664206 -0.524184 1.732944 -0.028 -0.013 0.063
O 10.502720 -0.330650 2.175487 0.041 -0.021 0.006
O 4.446653 -0.155887 0.641897 0.063 -0.029 0.113
O 4.182101 1.564360 -0.802426 0.053 0.099 0.016
O -8.923563 1.374529 0.536494 -0.022 0.047 -0.007
C -3.798650 -1.574210 -1.651413 0.542 -0.612 0.180
C 10.212068 0.792480 2.495849 -0.081 0.046 -0.004
C 12.422314 1.264185 3.018792 0.181 0.049 0.044
C -6.158128 -0.247614 -2.186988 -0.388 0.502 0.121
C -7.242586 -0.360752 1.631359 0.270 -0.092 0.045
C 6.797871 1.735606 -1.054372 0.157 0.046 -0.065
C -0.070498 -1.609608 -1.922880 -0.236 0.232 0.291
C -1.459244 -1.923442 -2.483558 0.139 0.205 0.025
C -4.087491 -0.383416 -0.985725 -0.321 -0.258 -0.372
C -4.685735 -2.103766 -2.584874 -0.534 0.680 0.179
C -5.276291 0.287773 -1.253153 0.566 -0.412 -0.103
C 3.013702 -0.262967 0.768215 -0.174 -0.140 0.015
C -5.874722 -1.427574 -2.854990 0.461 -0.211 0.092
C -9.366773 0.426822 1.130058 0.053 -0.087 0.016
C 7.960992 0.452457 2.004793 0.046 -0.132 0.304
C 4.861452 0.793421 -0.184505 -0.114 -0.135 0.041
C -11.539687 1.105106 0.690419 -0.185 0.046 -0.038
C -2.483887 -2.280543 -1.385046 -0.546 0.217 -0.122
H 2.551906 -0.513343 -0.182497 0.027 0.144 -0.058
H -2.133768 -1.982745 -0.401076 0.220 0.016 0.010
H 12.510267 0.427249 3.709545 -0.020 -0.067 -0.079
H 7.038018 1.012838 2.037918 0.053 0.180 0.026
H -7.079043 0.290596 -2.372664 -0.085 -0.061 -0.136
H 13.007733 2.100722 3.390795 -0.108 0.067 0.004
H -6.791756 -1.194774 2.161177 -0.166 -0.064 0.032
H 6.538895 2.740913 -0.725230 -0.088 0.000 -0.067
H -4.473934 -3.026215 -3.106247 0.187 -0.085 0.027
H -6.544166 -1.835043 -3.599763 -0.198 0.084 0.017
H -6.924134 -0.387056 0.593247 -0.038 0.083 -0.017
H 8.156148 0.135295 0.989288 0.080 -0.088 -0.024
H 2.826602 -1.066279 1.475296 0.165 -0.024 0.006
H -0.600309 0.866945 -1.398814 -0.149 -0.141 -0.132
H -12.552351 0.769536 0.897177 0.050 -0.099 0.062
H -11.392131 2.093725 1.121924 0.075 0.020 -0.071
H -2.681917 -3.352169 -1.351365 0.175 -0.126 -0.051
H -11.384311 1.140140 -0.386487 0.075 0.073 0.013
H 12.789309 0.976842 2.034879 -0.036 -0.098 0.016
H 6.486134 1.586658 -2.086414 -0.087 0.066 0.014
H -3.347422 -0.022622 -0.285853 -0.025 0.204 0.080
H 2.595661 0.662461 1.158131 0.011 0.064 -0.145
H 7.876602 -0.412320 2.661379 0.108 -0.037 -0.051
H -5.480036 1.219430 -0.745359 -0.209 0.079 -0.022
H -1.843007 -1.070046 -3.060657 -0.188 0.043 -0.004
H -1.414274 -2.757445 -3.187245 0.209 -0.016 -0.086
H 7.875530 1.601806 -0.982116 -0.023 -0.085 0.077
H -6.929286 0.569773 2.101805 -0.052 0.063 -0.094
```
Forces are in eV/Å.

Results
Frontier orbital gap   5.36 eV
Spin multiplicity   1
E_tot   -56483.723 eV
ΔE to the lowest compared entry with this formula, charge and spin   0.0 kcal per mole
Total charge   -1
E_LUMO   2.146 eV



ORCA calculation (ωB97M-V/def2-TZVPD) on a structure of composition H19LiO10 at a distorted geometry.

```
30
Properties=species:S:1:pos:R:3:forces:R:3
O 0.423467 -0.757100 0.281900 1.012 -0.734 0.770
O -1.798533 -0.746100 -2.335100 2.800 0.254 -1.228
O -1.261533 2.970900 -0.120100 -0.596 0.339 -1.655
O 2.891467 -0.588100 1.132900 4.438 -0.297 -0.175
O -0.555533 -3.308100 -0.456100 0.662 3.580 0.164
O 1.955467 2.791900 -0.771100 6.109 -1.170 -2.696
O 0.678467 1.745900 0.895900 0.713 -2.323 -2.253
O -1.047533 -1.680100 2.347900 2.429 -3.411 -0.479
O -2.640533 0.065900 1.470900 0.671 -0.359 1.846
O 1.117467 -0.511100 -2.609100 2.405 0.799 -3.072
Li 2.016467 -1.047100 -0.818100 -0.499 0.288 0.459
H -3.267533 0.394900 2.152900 0.604 -0.214 -0.838
H -0.794533 2.264900 0.412900 -0.541 0.920 -1.862
H 3.230467 0.222900 1.535900 0.580 -0.208 -0.234
H -0.434533 -2.331100 -0.029100 -0.298 -3.155 -1.344
H -1.065533 -0.089100 -2.267100 -0.308 -1.036 -0.601
H 1.279467 2.299900 -0.470100 -2.827 -3.445 1.885
H 1.082467 -1.417100 -3.073100 -0.130 2.150 0.581
H 1.620467 0.192900 -3.288100 -2.011 -3.051 2.585
H -1.250533 2.893900 -1.132100 0.248 -0.462 2.674
H -0.944533 -2.778100 2.456900 -0.218 4.951 -0.807
H 2.013467 -0.407100 1.156900 -4.857 0.396 0.214
H -1.997533 -0.550100 2.019900 -2.049 0.992 -1.319
H -0.186533 -0.260100 -0.223100 -1.510 0.225 -1.183
H -2.386533 -0.313100 -1.781100 -2.564 0.831 1.842
H 0.498467 0.773900 0.707900 0.600 0.327 0.172
H 1.467467 3.526900 -0.797100 -2.186 5.554 -0.553
H -0.645533 -3.914100 0.257900 -0.133 -0.592 0.909
H -0.382533 -1.241100 1.602900 -1.201 -1.928 1.467
H 0.384467 1.793900 1.736900 -1.344 0.779 4.731
```
Forces are in eV/Å.

Results
Frontier orbital gap   9.46 eV
Spin multiplicity   1
E_tot   -20987.140 eV
ΔE to the lowest compared entry with this formula, charge and spin   52.3 kcal per mole
E_LUMO   -0.706 eV



ORCA calculation (ωB97M-V/def2-TZVPD) on a structure of composition C20H28N8ORuS3.

```
61
Properties=species:S:1:pos:R:3:forces:R:3
Ru 0.277482 0.143699 0.439483 0.012 0.166 -0.200
S 0.576582 -0.284572 5.202318 0.090 0.150 -0.079
S -4.136951 0.581108 -1.028402 0.096 -0.080 -0.003
S 0.715287 -2.063471 -0.432198 0.082 -0.106 -0.048
O 0.574759 2.242116 -0.266175 -0.050 -0.011 -0.131
N 4.219384 0.098544 2.058688 -0.240 -0.005 -0.099
N -1.615454 0.350908 -0.812378 -0.054 0.034 0.027
N -2.122941 0.215810 0.457127 -0.138 -0.019 0.062
N 2.440928 0.217914 0.742953 0.258 0.021 0.319
N -0.423614 -2.715213 -2.702129 0.027 0.006 0.083
N -1.748637 -2.981683 -0.766508 0.144 -0.004 -0.008
N -2.305884 0.686796 -3.026558 -0.006 0.022 -0.014
N 0.593112 -0.000828 2.678201 -0.002 0.015 0.286
C 0.391381 3.427392 0.038601 0.068 -0.074 0.000
C 4.984317 0.547678 -1.941703 -0.022 0.005 0.031
C 5.997026 0.308180 0.262700 -0.021 0.027 -0.227
C -1.195899 -3.394314 -3.753483 -0.026 -0.010 0.015
C 1.918737 -0.027475 3.078382 0.057 0.024 0.179
C -5.001324 -1.159022 1.809662 -0.061 -0.061 0.023
C -0.203794 -0.116221 3.714240 -0.113 -0.114 -0.070
C 2.884329 0.090934 1.992829 -0.162 0.004 0.133
C 3.700122 0.478850 -1.439741 0.128 -0.016 0.087
C -0.641528 -2.635120 -1.402413 -0.044 0.012 -0.034
C -4.217951 0.152041 1.769761 0.043 0.139 0.009
C -3.411116 0.299056 0.524220 0.056 0.016 0.147
C 4.702877 0.240278 0.759895 0.002 0.018 -0.137
C -3.001982 -3.542278 -1.282972 -0.026 0.002 -0.029
C 3.572667 0.317793 -0.060458 0.143 0.033 -0.177
C -0.314290 3.797270 1.293769 -0.061 0.068 0.076
C 6.112417 0.462268 -1.108485 -0.022 -0.025 0.182
C -2.545400 0.550840 -1.716492 0.043 0.036 -0.047
C 0.878856 4.508812 -0.856057 0.002 -0.049 0.004
C 2.091942 -0.155835 4.423815 -0.103 -0.098 -0.272
H -0.520702 -3.555921 -4.588210 -0.013 -0.011 -0.014
H -3.525877 0.221370 2.610404 -0.033 -0.012 0.001
H 4.780161 0.012035 2.892812 -0.002 -0.003 0.006
H -1.543922 -4.362320 -3.407241 -0.027 -0.005 -0.028
H -3.306957 -3.027592 -2.188373 -0.014 -0.029 -0.011
H 1.380948 4.099728 -1.727201 0.005 0.025 -0.016
H -1.660486 -2.957551 0.237847 0.010 0.000 -0.008
H 6.863432 0.246169 0.905738 0.034 0.000 -0.013
H -1.215694 4.362349 1.043214 -0.011 -0.006 0.011
H 5.132622 0.675479 -3.004772 0.010 -0.004 -0.012
H 1.555715 5.162122 -0.301685 0.029 0.001 0.012
H -5.600776 -1.202356 2.716149 -0.006 -0.006 0.011
H -1.358603 0.840586 -3.334007 0.003 -0.002 -0.004
H 0.493522 -2.393732 -2.976109 -0.022 -0.017 0.015
H -2.027647 -2.780514 -4.090870 -0.015 -0.025 -0.010
H 0.038926 5.138620 -1.157185 -0.020 0.006 -0.018
H 0.308011 4.478945 1.877197 0.000 -0.018 0.022
H -0.577875 2.922617 1.888499 0.020 0.036 -0.034
H -5.682786 -1.247327 0.963527 -0.011 0.009 -0.012
H -3.038932 0.978722 -3.653431 0.006 0.000 -0.004
H -2.912364 -4.611868 -1.462642 -0.034 0.015 -0.018
H -3.762092 -3.379056 -0.522989 -0.007 -0.022 -0.023
H -1.279479 -0.122440 3.627705 -0.015 -0.005 0.003
H 7.095327 0.520860 -1.554127 0.018 0.001 0.016
H 3.007888 -0.199837 4.989540 0.049 -0.010 0.009
H -4.332045 -2.020198 1.810686 0.018 -0.009 -0.011
H -4.898088 1.003175 1.848875 -0.011 -0.028 0.004
H 2.842356 0.555655 -2.093870 -0.056 -0.007 0.040
```
Forces are in eV/Å.

Results
Frontier orbital gap (spin up / spin down)   8.38 / 5.58 eV
Spin multiplicity   6
Expectation value of S²   8.7615
E_tot   -70226.006 eV
ΔE to the lowest compared entry with this formula, charge and spin   0.0 kcal per mole
Total charge   +3
E_LUMO (spin up / spin down)   -7.877 / -10.676 eV



ORCA calculation (ωB97M-V/def2-TZVPD) on the ion C6H17N2 with charge +1 at a distorted geometry.

```
25
Properties=species:S:1:pos:R:3:forces:R:3
N 2.858251 -0.342956 -0.892134 -0.830 -0.998 0.005
N -0.936166 2.213700 0.762434 -0.036 -0.618 -0.431
C 0.049655 -0.072386 -0.929589 1.674 0.296 1.019
C -1.422954 0.024686 1.936004 0.008 -1.689 0.338
C 2.115139 -1.547604 -0.518704 -0.519 -0.533 2.014
C 0.681465 -1.557333 -0.978228 -1.529 2.213 -1.083
C -1.707678 0.802178 0.679602 -0.756 2.447 -0.370
C -1.447787 0.202764 -0.707332 0.794 -1.840 0.297
H -0.328461 2.368488 -0.046565 0.071 -0.155 0.142
H -0.375854 2.257022 1.610354 0.094 0.105 -0.004
H 0.606673 0.453462 -0.132701 -0.003 -0.281 0.032
H -1.862191 0.747189 -1.542798 -0.335 0.499 0.116
H -1.622681 2.964644 0.773257 0.073 0.089 0.108
H 0.545938 -1.725070 -2.054150 0.494 -0.822 0.150
H -2.714612 1.252169 0.783950 0.172 -0.930 -0.447
H 2.076759 -1.540366 0.592846 -0.104 0.256 -0.286
H -1.866807 -0.813320 -0.773306 -0.642 0.488 0.359
H -2.364457 -0.109929 2.485386 0.382 0.135 0.013
H 2.634333 -0.061783 -1.834345 0.788 -0.069 -0.199
H -0.649857 0.354468 2.646126 -0.262 0.429 -0.449
H 2.388098 -2.619885 -0.640582 1.188 0.762 -0.937
H 0.451049 0.461861 -1.809976 -0.528 -0.363 0.109
H 0.159220 -2.353261 -0.435705 -0.260 0.439 -0.029
H 3.833075 -0.369772 -0.642362 0.099 0.003 -0.455
H -1.100149 -0.988966 1.668516 -0.031 0.139 -0.013
```
Forces are in eV/Å.

Results
Frontier orbital gap   8.71 eV
Spin multiplicity   1
E_tot   -9470.422 eV
SMILES   C[C@@H]([NH3+])CCCCN
ΔE to the lowest compared entry with this formula, charge and spin   37.2 kcal per mole
Total charge   +1
E_LUMO   -3.360 eV